Computed, not measured: a structure of composition C52H40F10IN7O4PSTl at a distorted geometry, with ωB97M-V with the def2-TZVPD basis set.

CARTESIAN COORDINATES (ANGSTROEM)
Tl  -1.41  -0.75  -0.39
C  -3.39  -3.20  2.43
C  -2.38  -2.28  3.00
N  -1.93  -2.52  4.20
C  -1.13  -1.65  4.84
C  -0.76  -0.45  4.37
C  0.18  0.44  5.19
O  -0.52  1.55  5.81
C  -1.32  -0.07  3.11
C  -0.97  1.20  2.57
N  -0.81  1.57  1.36
C  -0.51  2.96  1.27
C  0.62  3.51  1.73
C  0.77  4.94  1.82
C  -0.23  5.86  1.76
C  -1.83  5.81  -0.37
C  -1.65  4.30  -0.69
I  -3.08  3.44  -2.05
C  -2.10  -1.01  2.34
O  -2.70  -0.62  1.24
H  -4.28  -2.61  2.28
H  -3.46  -4.04  3.11
H  -3.18  -3.61  1.43
H  -0.75  -2.06  5.80
H  1.01  0.93  4.65
H  0.65  -0.28  5.90
H  -1.07  1.24  6.56
H  -0.66  1.96  3.33
H  1.46  2.86  2.19
H  1.81  5.30  2.11
H  0.04  6.91  1.87
H  -2.78  6.25  -0.63
S  0.33  -4.97  1.47
C  -0.20  -3.58  0.92
N  -0.60  -2.58  0.42
F  1.07  1.15  -5.76
C  0.43  0.79  -4.57
C  0.31  1.68  -3.56
C  -0.26  1.26  -2.35
C  -0.63  -0.05  -2.20
C  -0.56  -0.94  -3.28
C  0.00  -0.50  -4.47
H  0.61  2.76  -3.70
H  -0.24  1.94  -1.48
H  -0.92  -2.00  -3.15
H  0.17  -1.16  -5.29
F  4.52  -3.12  5.99
C  4.10  -3.81  4.94
F  3.10  -4.56  5.40
F  5.16  -4.58  4.55
C  3.65  -3.01  3.78
C  2.42  -2.35  3.83
C  1.94  -1.57  2.74
C  2.70  -1.53  1.55
C  3.84  -2.34  1.44
C  4.31  -3.06  2.54
P  2.11  -0.52  0.15
C  2.82  -1.39  -1.26
C  2.30  -2.67  -1.46
C  2.93  -3.50  -2.36
C  3.98  -3.11  -3.10
C  4.50  -1.83  -2.94
C  3.92  -1.02  -2.01
C  4.70  -4.10  -4.05
F  5.86  -3.59  -4.52
F  3.97  -4.55  -5.07
F  5.00  -5.20  -3.36
C  3.09  0.99  0.32
C  3.83  1.39  1.45
C  4.39  2.68  1.60
C  4.16  3.56  0.53
C  3.49  3.18  -0.57
C  2.90  1.94  -0.65
C  4.83  4.95  0.55
F  4.05  5.91  1.15
F  5.15  5.42  -0.64
F  5.97  4.89  1.25
H  1.79  -2.34  4.68
H  1.04  -0.96  2.72
H  4.56  -2.27  0.63
H  5.29  -3.57  2.33
H  1.48  -3.05  -0.84
H  2.59  -4.50  -2.52
H  5.46  -1.57  -3.45
H  4.35  -0.01  -1.79
H  3.91  0.61  2.27
H  4.82  3.00  2.55
H  3.24  3.82  -1.35
H  2.21  1.81  -1.47
N  -0.68  6.48  -1.02
C  -1.58  5.38  1.23
C  -1.67  3.89  0.79
N  -0.29  4.20  -1.31
C  0.07  5.38  -1.49
H  -0.69  7.41  -1.48
H  -2.47  5.59  1.77
H  -2.69  3.50  1.08
H  1.06  5.63  -1.92
O  -8.68  -1.94  -5.72
C  -8.45  -1.04  -4.56
N  -7.52  -1.64  -3.60
C  -6.24  -1.25  -3.49
O  -5.74  -0.33  -4.10
C  -5.38  -2.05  -2.59
C  -5.57  -3.40  -2.33
C  -4.70  -4.07  -1.49
C  -3.50  -3.45  -1.17
N  -3.24  -2.17  -1.52
C  -4.17  -1.48  -2.16
H  -8.00  -1.71  -6.40
H  -9.46  -0.94  -4.17
H  -7.98  -0.06  -4.83
H  -7.80  -2.53  -3.21
H  -6.44  -3.96  -2.74
H  -4.93  -5.10  -1.17
H  -2.72  -4.01  -0.62
H  -4.12  -0.45  -2.46

The HOMO-LUMO gap is 7.9 eV. The relative energy (zero: lowest compared OMol25 entry of this formula, charge and spin) is 50.0 kcal per mole.